(1)
Molecular formula: C5H12NS
Method: DFT, the ωB97M-V functional and the def2-TZVPD basis

Each line ends with the Mulliken charge.
Atoms and positions in Å:
C (0.84584, -0.54371, 0.96110)  -0.321
C (-0.17173, -0.51506, -0.09891)  1.168
C (-1.58308, 0.01236, 0.10052)  -1.565
C (-0.16814, -1.54605, -1.19924)  -1.817
C (0.76144, 1.92006, 0.45972)  -0.935
N (0.91829, 0.56417, -0.02429)  -0.029
S (2.07274, -1.87100, 0.89761)  -0.158
H (0.42151, -0.27966, 2.24402)  0.303
H (-1.56073, 0.88359, -0.48454)  0.480
H (-1.83372, 0.41642, 1.06126)  0.390
H (-2.41780, -0.61069, -0.11585)  0.420
H (-0.83642, -2.35285, -0.98851)  0.438
H (0.69589, -1.87315, -1.72194)  0.475
H (-0.86290, -1.07497, -1.87931)  0.498
H (0.37540, 2.62352, -0.36314)  0.309
H (0.07210, 1.83425, 1.22345)  0.418
H (1.59707, 2.40438, 0.75615)  0.361
H (1.57537, 0.62954, -0.86912)  0.389
H (2.87553, -1.34080, 1.76168)  0.176

Total charge: +1
HOMO level in eV: -13.851

***

(2)
Molecular formula: C2H7N2S
Method: DFT, the ωB97M-V functional and the def2-TZVPD basis

Each line ends with the Mulliken charge.
Atoms and positions in Å:
C (0.59461, -0.14803, -0.08806)  0.471
C (0.56369, -0.89558, 1.15943)  -0.518
N (1.05367, -0.14261, -1.29984)  -0.259
N (-1.42851, 0.79140, -0.08371)  -0.740
S (1.01297, 0.87679, 1.24358)  0.005
H (-0.37647, -1.17344, 1.61199)  0.266
H (1.39162, -1.55301, 1.40008)  0.317
H (1.19264, -0.97980, -1.85105)  0.273
H (1.38118, 0.73430, -1.68708)  0.287
H (-1.93531, -0.09026, -0.24313)  0.313
H (-1.63018, 1.35735, -0.90368)  0.273
H (-1.81990, 1.22290, 0.74146)  0.312

Total charge: +1
HOMO level in eV: -13.751

***

(3)
Molecular formula: C22H35Cl2O8P2S3Si2TeTi
Method: DFT, the ωB97M-V functional and the def2-TZVPD basis

Each line ends with the Mulliken spin population.
Atoms and positions in Å:
Ti (-0.55768, -0.27302, -0.15146)  1.819
O (-1.65638, 1.12152, 1.39015)  -0.004
P (-2.65522, 1.56118, 0.13204)  0.033
O (-3.41901, 2.76860, 0.45362)  0.001
O (-1.61994, 1.46932, -0.97125)  -0.007
O (-3.59899, 0.26191, 0.07341)  0.001
P (-3.49870, -0.97772, -1.00858)  0.007
O (-4.38599, -2.07447, -0.23513)  0.001
O (-4.10446, -0.61670, -2.28887)  -0.002
O (-2.05751, -1.46481, -0.91009)  0.027
H (-2.12497, 0.98268, 2.22220)  0.007
H (-3.84295, -2.50089, 0.43375)  0.001
Cl (3.55666, -0.48086, -1.48139)  0.000
C (2.40893, -1.77945, -1.84321)  0.001
Cl (0.84170, -1.18999, -2.41796)  0.011
H (2.23491, -2.33779, -0.93715)  0.005
H (2.83928, -2.37545, -2.63897)  0.000
C (-0.14263, 6.79935, -0.57710)  0.000
Si (-0.26228, 5.06306, -1.30473)  0.002
C (-2.01324, 4.72075, -1.83999)  0.000
C (0.85985, 4.97989, -2.81348)  -0.001
C (0.30297, 3.88319, 0.05873)  0.006
Te (1.30992, 2.11261, -0.60405)  0.069
C (3.09833, 2.39323, 0.56748)  0.003
Si (4.39411, 3.50592, -0.19998)  -0.001
C (3.83482, 5.29231, -0.03147)  0.000
C (6.00461, 3.28950, 0.75268)  0.000
C (4.69394, 3.08398, -2.00207)  0.001
H (-0.43764, 7.55216, -1.31242)  0.000
H (0.87412, 7.02958, -0.24857)  0.000
H (-0.80494, 6.89952, 0.28641)  0.000
H (-2.38222, 5.53042, -2.47519)  0.000
H (-2.68224, 4.60428, -0.98486)  0.000
H (-2.06749, 3.78622, -2.40238)  0.000
H (0.57847, 5.76740, -3.51866)  0.000
H (0.75011, 4.01891, -3.31967)  0.000
H (1.91769, 5.10585, -2.57427)  0.001
H (-0.54457, 3.56250, 0.66468)  0.000
H (1.01362, 4.39190, 0.71545)  0.000
H (3.48992, 1.39348, 0.75499)  -0.001
H (2.77031, 2.79024, 1.53276)  0.000
H (3.74869, 5.57279, 1.02130)  0.000
H (2.85958, 5.45118, -0.49720)  -0.001
H (4.54368, 5.97602, -0.50461)  0.000
H (5.87770, 3.55178, 1.80575)  0.000
H (6.79825, 3.91975, 0.34356)  0.000
H (6.34433, 2.25208, 0.70676)  0.000
H (3.75006, 2.96889, -2.53878)  -0.001
H (5.25221, 2.15004, -2.10533)  0.000
H (5.26983, 3.87413, -2.49042)  0.000
O (0.78207, -1.37985, 0.81633)  -0.002
C (1.05121, -2.29352, 1.81090)  -0.009
C (1.88267, -3.42489, 1.19914)  0.008
C (3.23999, -3.56382, 1.19221)  0.000
C (3.69134, -4.59922, 0.32805)  0.000
C (2.66312, -5.22731, -0.30488)  0.000
S (1.14444, -4.57800, 0.14825)  0.000
C (1.84935, -1.60614, 2.91886)  -0.010
C (2.23708, -0.30342, 2.91196)  -0.001
C (2.95444, 0.07129, 4.08301)  0.003
C (3.09114, -0.95997, 4.95886)  0.000
S (2.33764, -2.38769, 4.37524)  0.000
C (-0.20343, -2.87278, 2.45170)  0.000
C (-0.38945, -4.09491, 3.02996)  0.003
C (-1.68363, -4.25656, 3.59479)  0.001
C (-2.45277, -3.14722, 3.43587)  0.009
S (-1.61876, -1.90817, 2.59433)  0.020
H (3.89253, -2.92235, 1.76650)  0.000
H (4.73048, -4.86038, 0.18735)  0.000
H (2.71607, -6.04928, -1.00100)  0.000
H (1.98528, 0.34870, 2.09103)  -0.003
H (3.34427, 1.06342, 4.26327)  0.000
H (3.58277, -0.95913, 5.91862)  0.000
H (0.37572, -4.85774, 3.04913)  0.000
H (-2.02436, -5.15790, 4.08348)  0.000
H (-3.47364, -2.99423, 3.74909)  0.000

Total charge: -1
<S²>: 2.00
2S+1: 3
HOMO level (alpha / beta) in eV: -3.485 / -5.527

***

(4)
Molecular formula: C18H38NiO20P4
Method: DFT, the ωB97M-V functional and the def2-TZVPD basis

Each line ends with the Mulliken spin population.
Atoms and positions in Å:
Ni (0.04786, -0.02027, -0.01570)  1.771
C (0.38499, 0.53738, -4.10329)  -0.001
C (0.24649, 0.14951, -2.76851)  -0.009
C (-0.19242, -1.31620, -2.47383)  -0.014
O (-0.33136, -1.59004, -1.23476)  0.082
C (-0.50999, -2.17271, -3.52297)  0.002
C (-0.28772, -1.78421, -4.86190)  0.002
C (0.22255, -0.38620, -5.15261)  0.001
O (0.41056, -0.02717, -6.32255)  -0.002
O (-0.53955, -2.62159, -5.74227)  -0.002
O (0.34023, 0.93976, -1.78138)  0.066
H (0.64287, 1.56249, -4.33133)  0.000
H (-0.84437, -3.15583, -3.22281)  0.000
C (0.10632, 5.19389, 2.36717)  0.000
O (-0.12114, 4.00971, 1.61855)  0.000
P (0.48248, 2.64179, 2.14512)  0.005
O (0.37326, 1.55414, 1.15416)  0.017
O (1.98812, 2.83958, 2.64662)  0.001
C (3.02419, 2.80588, 1.66873)  0.000
O (-0.33157, 2.40537, 3.50847)  0.001
C (0.23823, 1.45456, 4.41705)  0.000
H (0.38212, 5.97573, 1.65475)  0.000
H (0.95334, 5.17239, 3.05914)  0.000
H (-0.75646, 5.53096, 2.94037)  0.000
H (3.66595, 1.92904, 1.68603)  0.000
H (3.63168, 3.70910, 1.76018)  0.000
H (2.63470, 2.90580, 0.65017)  0.000
H (-0.56620, 1.05449, 5.03482)  0.000
H (0.91449, 1.95266, 5.11398)  0.000
H (0.73227, 0.63858, 3.88952)  0.000
C (5.89019, -0.78218, 0.20883)  0.001
O (4.52452, -0.58325, 0.55558)  -0.001
P (3.32443, -1.07863, -0.36504)  0.006
O (2.05257, -0.51594, 0.09991)  0.005
O (3.74149, -0.78038, -1.88158)  0.000
C (3.73405, 0.58929, -2.29274)  0.000
O (3.40749, -2.67351, -0.32062)  0.001
C (2.34343, -3.44453, -0.89666)  -0.001
H (6.47313, -1.08528, 1.07458)  0.000
H (6.30698, 0.16030, -0.15356)  0.000
H (6.02674, -1.50506, -0.59547)  0.000
H (2.99535, 0.85214, -3.04872)  0.000
H (4.70695, 0.79596, -2.74700)  0.000
H (3.62588, 1.27793, -1.45140)  0.000
H (2.74019, -4.38548, -1.27215)  0.000
H (1.82113, -2.92877, -1.70201)  0.000
H (1.63003, -3.67112, -0.10175)  0.000
C (-0.12959, -2.55127, 4.47348)  0.000
O (-1.30295, -2.27396, 3.68468)  0.001
P (-1.13397, -2.23372, 2.09326)  0.015
O (-0.27301, -1.14378, 1.62426)  0.020
O (-2.65723, -2.21663, 1.66072)  0.000
C (-3.07195, -2.45857, 0.31338)  -0.002
O (-0.62179, -3.70037, 1.73261)  0.001
C (-1.37600, -4.83247, 2.18209)  0.000
H (0.72944, -2.78993, 3.85000)  0.000
H (-0.31336, -3.37044, 5.17000)  0.000
H (-0.01534, -1.66497, 5.09882)  0.000
H (-3.87266, -3.20117, 0.35422)  0.000
H (-2.24983, -2.77584, -0.32824)  0.001
H (-3.53059, -1.54723, -0.07073)  0.000
H (-1.09280, -5.64511, 1.51461)  0.000
H (-2.45428, -4.70438, 2.12575)  0.000
H (-1.05433, -5.10519, 3.18648)  0.000
C (-3.33484, -0.12367, -2.83017)  -0.001
O (-3.64867, 1.12599, -2.19298)  0.001
P (-3.08596, 1.46945, -0.73358)  0.009
O (-1.94533, 0.65100, -0.28634)  0.021
O (-2.77559, 3.03502, -0.79765)  0.000
C (-1.76110, 3.43637, -1.72364)  0.000
O (-4.36249, 1.44581, 0.19181)  0.000
C (-5.49169, 2.27014, -0.06524)  0.000
H (-2.92266, -0.85708, -2.13203)  0.001
H (-2.56446, -0.00404, -3.59009)  0.000
H (-4.27109, -0.53823, -3.19780)  0.000
H (-1.58465, 2.72530, -2.53359)  0.000
H (-0.81650, 3.48180, -1.17419)  0.000
H (-1.92378, 4.41543, -2.16954)  0.000
H (-5.64952, 2.86422, 0.83713)  0.000
H (-6.39084, 1.69895, -0.28762)  0.000
H (-5.33704, 2.98847, -0.87101)  0.000

<S²>: 2.00
2S+1: 3
HOMO level (alpha / beta) in eV: -6.508 / -6.495

***

Record order is preserved below.
Energy relative to the best compared isomer or geometry (same formula, charge and spin): 74.4, 47.3, 36.6, 0.0 kcal/mol
Record order is preserved below.
Calculated total energy: -17695.4601, -15994.7049, -162067.7884, -138440.9889 eV